(1)
The following is a quantum chemistry calculation of a 7-piece molecular cluster, C54H114F3N6O4 overall at a distorted geometry, from the Open Molecules 2025 dataset.

```
181
Properties=species:S:1:pos:R:3
C 4.899 4.615 -3.004
C 5.148 3.890 -1.644
C 6.233 2.872 -1.831
N 6.294 1.843 -0.827
C 6.360 2.383 0.508
C 7.550 0.950 -0.981
C 7.162 0.090 -2.185
C 5.659 -0.009 -2.230
C 5.194 0.830 -1.004
H 4.345 5.550 -2.888
H 4.435 3.878 -3.702
H 5.904 4.831 -3.404
H 4.317 3.424 -1.147
H 5.431 4.670 -0.930
H 7.219 3.321 -1.960
H 6.123 2.364 -2.779
H 5.412 2.888 0.677
H 7.176 3.154 0.573
H 6.502 1.623 1.260
H 7.698 0.434 -0.065
H 8.370 1.623 -1.120
H 7.651 -0.881 -2.015
H 7.616 0.478 -3.113
H 5.280 -1.044 -2.093
H 5.190 0.373 -3.166
H 5.278 0.213 -0.142
H 4.295 1.402 -1.036
C -2.810 -5.360 -5.242
C -4.247 -5.096 -4.738
C -4.378 -4.253 -3.465
N -5.632 -4.437 -2.561
C -5.364 -3.598 -1.336
C -5.916 -5.890 -2.150
C -7.153 -6.249 -2.941
C -7.990 -4.986 -2.844
C -6.901 -3.955 -3.223
H -2.281 -6.111 -4.641
H -2.267 -4.414 -5.197
H -2.893 -5.689 -6.290
H -4.694 -6.104 -4.541
H -4.936 -4.757 -5.512
H -4.255 -3.195 -3.516
H -3.567 -4.384 -2.781
H -6.152 -3.673 -0.646
H -5.283 -2.527 -1.685
H -4.432 -3.972 -0.899
H -6.185 -5.801 -1.079
H -5.113 -6.530 -2.341
H -7.633 -7.092 -2.493
H -6.938 -6.457 -3.993
H -8.317 -4.711 -1.875
H -8.811 -4.885 -3.588
H -7.039 -2.909 -3.019
H -6.769 -4.052 -4.304
C -1.080 8.324 -2.485
C -1.525 7.991 -1.060
C -1.718 6.465 -0.888
N -1.697 5.753 0.467
C -1.928 4.316 0.111
C -2.706 6.308 1.408
C -2.277 5.897 2.838
C -0.863 5.390 2.609
C -0.457 5.913 1.259
H -1.783 7.858 -3.167
H -0.110 7.889 -2.707
H -1.064 9.388 -2.639
H -2.441 8.543 -0.803
H -0.826 8.327 -0.309
H -0.884 6.039 -1.453
H -2.651 6.101 -1.368
H -2.632 4.240 -0.726
H -2.422 3.867 0.936
H -1.005 3.771 -0.116
H -3.698 5.942 1.116
H -2.729 7.393 1.323
H -2.921 5.112 3.220
H -2.446 6.772 3.459
H -0.746 4.337 2.726
H -0.067 5.717 3.287
H 0.330 5.482 0.683
H -0.311 6.969 1.408
C -1.040 3.912 7.813
C -0.674 2.644 7.028
C -1.139 1.310 7.581
N -0.574 0.133 6.830
C -0.902 0.199 5.420
C -1.130 -1.115 7.484
C -0.310 -2.239 7.007
C 1.104 -1.635 7.057
C 0.895 -0.072 6.941
H -0.536 3.908 8.778
H -2.087 4.097 8.055
H -0.754 4.855 7.329
H 0.405 2.736 6.873
H -1.174 2.699 6.041
H -2.211 1.186 7.504
H -0.799 1.199 8.618
H -0.374 -0.536 4.790
H -0.701 1.136 4.914
H -1.931 -0.135 5.281
H -2.173 -1.196 7.205
H -0.970 -1.013 8.534
H -0.584 -2.602 5.992
H -0.344 -3.107 7.661
H 1.792 -2.022 6.302
H 1.652 -1.714 8.038
H 1.323 0.540 6.151
H 1.225 0.438 7.814
C 1.566 1.958 -3.839
C 0.484 3.108 -4.181
C 0.409 3.337 -5.723
C -0.360 2.243 -6.455
C -1.722 1.911 -5.897
C -1.734 1.617 -4.367
N -0.857 2.693 -3.750
O -1.349 3.356 -2.672
C -1.006 0.294 -4.007
C -3.100 1.642 -3.711
C 0.905 4.318 -3.342
H 1.487 1.451 -2.909
H 2.548 2.423 -3.892
H 1.448 1.209 -4.602
H 1.422 3.356 -6.222
H 0.001 4.350 -5.965
H 0.283 1.376 -6.294
H -0.511 2.358 -7.499
H -2.048 1.006 -6.398
H -2.430 2.750 -6.117
H -0.336 -0.060 -4.777
H -1.649 -0.551 -4.043
H -0.449 0.312 -3.096
H -3.477 2.644 -3.554
H -3.060 1.198 -2.738
H -3.784 1.161 -4.368
H 0.258 5.243 -3.398
H 1.914 4.568 -3.671
H 1.001 4.113 -2.275
C 2.852 -5.220 0.589
C 1.527 -5.950 0.190
C 1.834 -7.482 0.070
C 2.177 -8.224 1.336
C 1.037 -8.094 2.346
C 0.678 -6.714 2.853
N 0.761 -5.812 1.571
O 0.037 -4.696 1.717
C 1.801 -6.205 3.813
C -0.683 -6.598 3.424
C 0.648 -5.412 -0.944
H 2.602 -4.160 0.746
H 3.494 -5.205 -0.336
H 3.426 -5.574 1.403
H 2.631 -7.609 -0.670
H 0.989 -7.967 -0.452
H 3.080 -7.823 1.784
H 2.433 -9.262 1.135
H 1.299 -8.699 3.226
H 0.238 -8.602 1.803
H 2.825 -6.585 3.628
H 1.433 -6.557 4.807
H 1.752 -5.111 3.837
H -0.692 -7.070 4.413
H -1.528 -7.006 2.861
H -0.963 -5.584 3.658
H -0.295 -5.969 -0.832
H 1.074 -5.529 -1.929
H 0.585 -4.311 -0.832
C -0.250 1.098 0.079
O 0.620 1.228 1.353
O 0.120 1.781 -0.951
C -0.075 -0.483 -0.135
F -0.994 -0.925 -1.016
F 1.180 -0.806 -0.569
F -0.321 -1.182 1.040
C 1.864 1.891 1.170
C 2.815 1.679 2.417
H 3.754 2.246 2.333
H 2.288 2.198 3.303
H 3.079 0.653 2.654
H 1.702 2.979 1.095
H 2.472 1.587 0.267
H -1.272 1.316 0.484
```

The multiplicity is 1. As for the maximum force: 0.1667 Eh/bohr. For the molecular weight, the calculation gives 968.54 g mol⁻¹. For the HOMO energy, the calculation gives -17.13 eV. Its charge is +5. The LUMO energy is -12.19 eV. The value obtained for the energy is -3053.01251 a.u. The value obtained for the HOMO-LUMO gap is 4.94 eV. Its relative energy (zero: lowest compared OMol25 entry of this formula, charge and spin) is 0.0 kcal per mole.

These are the Löwdin partial charges, in e, on atoms 1 to 6:
1. C -0.058
2. C -0.214
3. C -0.172
4. N -0.311
5. C 0.000
6. C -0.045

=====

(2)
The following is a quantum chemistry calculation of a 6-piece molecular cluster, C54H114N6O6 overall at a distorted geometry, from the Open Molecules 2025 dataset.

```
180
Properties=species:S:1:pos:R:3
C 4.291 -6.295 -1.911
C 4.268 -6.830 -0.491
C 4.562 -8.372 -0.390
C 5.426 -6.158 0.297
C 5.168 -4.669 0.741
C 3.759 -4.537 1.269
C 2.583 -5.258 0.547
C 1.565 -5.445 1.725
C 2.015 -4.336 -0.561
N 2.972 -6.702 0.226
O 1.882 -7.303 -0.360
H 4.370 -5.233 -2.142
H 5.111 -6.690 -2.511
H 3.332 -6.544 -2.365
H 4.380 -8.944 0.519
H 3.878 -8.922 -1.036
H 5.585 -8.565 -0.712
H 5.631 -6.656 1.245
H 6.331 -6.101 -0.308
H 5.943 -4.243 1.378
H 5.236 -4.051 -0.155
H 3.488 -3.493 1.428
H 3.787 -4.890 2.300
H 0.736 -5.984 1.267
H 1.158 -4.512 2.115
H 1.981 -6.008 2.560
H 1.175 -4.865 -1.011
H 2.881 -4.190 -1.206
H 1.657 -3.384 -0.169
H 1.809 -8.119 0.141
C 1.454 1.411 -1.510
C 0.336 0.517 -0.954
C -0.861 0.477 -2.015
C 1.051 -0.877 -0.950
C 0.272 -1.872 -0.043
C -0.275 -1.240 1.223
C -1.043 0.178 1.163
C -2.551 0.047 0.652
C -1.097 0.594 2.578
N -0.139 0.993 0.361
O -0.502 2.347 0.312
H 2.349 1.454 -0.889
H 1.704 1.132 -2.534
H 1.209 2.472 -1.546
H -1.322 -0.476 -1.757
H -1.675 1.199 -2.083
H -0.546 0.293 -3.042
H 1.157 -1.404 -1.898
H 2.055 -0.714 -0.558
H -0.503 -2.417 -0.582
H 0.930 -2.660 0.325
H 0.581 -1.154 1.892
H -0.935 -1.972 1.688
H -2.660 -0.527 -0.268
H -3.049 1.005 0.499
H -3.178 -0.398 1.425
H -1.415 -0.223 3.226
H -1.639 1.513 2.801
H -0.063 0.763 2.880
H 0.147 2.844 0.817
C -0.753 4.276 2.656
C -0.761 5.278 1.474
C -1.862 6.347 1.677
C 0.529 6.049 1.552
C 0.938 6.792 0.318
C 1.023 5.673 -0.803
C -0.363 5.080 -1.133
C -1.151 6.179 -1.830
C -0.277 3.870 -2.093
N -0.967 4.618 0.143
O -2.152 3.861 0.003
H -0.218 4.655 3.527
H -1.781 4.061 2.948
H -0.349 3.283 2.461
H -1.523 7.266 2.155
H -2.304 6.611 0.717
H -2.707 6.094 2.318
H 0.512 6.838 2.304
H 1.268 5.291 1.811
H 0.288 7.641 0.105
H 1.961 7.150 0.439
H 1.687 4.891 -0.434
H 1.421 6.214 -1.661
H -0.904 6.533 -2.831
H -1.172 7.037 -1.158
H -2.155 5.757 -1.870
H -1.313 3.605 -2.309
H 0.087 2.946 -1.643
H 0.296 4.095 -2.992
H -1.858 3.023 0.368
C -0.453 -3.820 0.788
C -1.472 -4.446 -0.120
C -2.176 -3.315 -0.904
C -0.783 -5.359 -1.191
C -0.410 -6.709 -0.758
C -1.571 -7.468 -0.087
C -2.513 -6.679 0.921
C -3.915 -7.260 0.922
C -1.844 -6.718 2.296
N -2.540 -5.193 0.581
O -3.467 -4.527 1.382
H 0.297 -3.341 0.158
H -1.005 -3.269 1.550
H 0.194 -4.482 1.363
H -1.375 -2.871 -1.496
H -2.931 -3.731 -1.571
H -2.692 -2.676 -0.188
H -1.465 -5.518 -2.026
H 0.136 -4.914 -1.570
H -0.098 -7.170 -1.695
H 0.494 -6.647 -0.153
H -0.977 -8.122 0.552
H -2.028 -8.113 -0.838
H -3.856 -8.310 1.207
H -4.420 -7.204 -0.042
H -4.511 -6.710 1.651
H -2.142 -7.615 2.840
H -2.240 -5.844 2.813
H -0.762 -6.833 2.250
H -4.224 -4.516 0.792
C 5.287 1.449 -3.125
C 4.106 2.285 -2.460
C 2.824 2.227 -3.237
C 3.863 1.609 -1.097
C 3.327 2.571 0.032
C 4.217 3.744 0.111
C 4.373 4.570 -1.255
C 3.118 5.463 -1.393
C 5.573 5.484 -0.972
N 4.715 3.626 -2.344
O 4.899 4.294 -3.467
H 5.586 1.803 -4.111
H 6.222 1.606 -2.587
H 4.937 0.416 -3.122
H 2.371 1.253 -3.049
H 2.121 3.039 -3.052
H 2.901 2.167 -4.323
H 3.156 0.788 -1.217
H 4.736 1.071 -0.728
H 2.283 2.863 -0.080
H 3.443 2.097 1.006
H 5.256 3.495 0.326
H 3.765 4.438 0.820
H 2.339 4.746 -1.653
H 3.091 6.040 -2.318
H 2.800 6.095 -0.563
H 6.543 4.992 -1.045
H 5.346 6.073 -0.083
H 5.576 6.304 -1.690
H 5.744 3.879 -3.653
C -7.001 2.381 -0.071
C -5.448 2.421 -0.184
C -5.155 1.695 -1.491
C -4.984 3.897 -0.393
C -5.098 4.689 0.816
C -4.135 4.151 1.931
C -4.459 2.599 2.242
C -3.325 2.024 3.074
C -5.746 2.675 3.140
N -4.697 1.771 0.953
O -5.061 0.440 1.178
H -7.398 3.064 -0.821
H -7.563 1.486 -0.340
H -7.266 2.707 0.935
H -4.082 1.567 -1.630
H -5.442 0.647 -1.405
H -5.682 2.123 -2.344
H -3.992 3.817 -0.836
H -5.647 4.408 -1.091
H -4.599 5.648 0.673
H -6.117 4.791 1.188
H -4.363 4.836 2.747
H -3.076 4.295 1.716
H -3.748 1.286 3.755
H -2.780 2.805 3.605
H -2.575 1.493 2.489
H -6.324 1.761 3.275
H -6.438 3.474 2.874
H -5.492 2.944 4.165
H -4.269 -0.020 0.888
```

The multiplicity is 1. As for the maximum force: 0.1321 Eh/bohr. For the molecular weight, the calculation gives 943.54 g mol⁻¹. For the HOMO energy, the calculation gives -7.38 eV. Its charge is 0. The LUMO energy is 0.34 eV. The value obtained for the energy is -2904.54097 a.u. The value obtained for the HOMO-LUMO gap is 7.73 eV. Its relative energy (zero: lowest compared OMol25 entry of this formula, charge and spin) is 706.6 kcal per mole. Its SMILES is CC1(C)CCCC(C)(C)N1O.CC1(C)CCCC(C)(C)N1O.CC1(C)CCCC(C)(C)N1O.CC1(C)CCCC(C)(C)N1O.CC1(C)CCCC(C)(C)N1O.CC1(C)CCCC(C)(C)N1O.

These are the Löwdin partial charges, in e, on atoms 1 to 6:
1. C -0.034
2. C -0.475
3. C -0.036
4. C -0.120
5. C -0.173
6. C -0.149